No. 1
One molecule with the formula C4H6N2O. Source: OMol25; level of theory: ωB97M-V/def2-TZVPD.

Last columns: bonded neighbours and bond lengths (Å).
Positions of all 13 atoms, in Å:
1 N -1.518 0.995 -0.627  C2 1.264, H8 1.016
2 C -1.832 0.154 0.262  N1 1.264, O3 1.346, H9 1.093
3 O -1.050 -0.890 0.592  C2 1.346, C4 1.426
4 C 0.174 -0.989 -0.135  O3 1.426, C5 1.542, H10 1.092, H11 1.091
5 C 1.248 -0.083 0.502  C4 1.542, C6 1.464, H12 1.093, H13 1.094
6 C 2.094 0.585 -0.489  C5 1.464, N7 1.156
7 N 2.761 1.119 -1.268  C6 1.156
8 H -2.249 1.691 -0.743  N1 1.016
9 H -2.736 0.140 0.876  C2 1.093
10 H 0.003 -0.717 -1.178  C4 1.092
11 H 0.460 -2.040 -0.067  C4 1.091
12 H 0.755 0.691 1.097  C5 1.093
13 H 1.889 -0.656 1.178  C5 1.094

SMILES: [H]/N=C/OCCC#N
Net charge: 0
Spin multiplicity: 1
Relative energy (zero: lowest compared OMol25 entry of this formula, charge and spin), eV: 1.4011
Electronic energy, eV: -9272.101

These are the natural (NBO) partial charges, in e, on atoms 1 to 8: number 1, N, carries -0.72; number 2, C, carries 0.40; number 3, O, carries -0.49; number 4, C, carries -0.07; number 5, C, carries -0.54; number 6, C, carries 0.29; number 7, N, carries -0.32; number 8, H, carries 0.36

No. 2
One molecule with the formula C4H6N2O. Source: OMol25; level of theory: ωB97M-V/def2-TZVPD.

Last columns: bonded neighbours and bond lengths (Å).
Positions of all 13 atoms, in Å:
1 C 1.837 -0.485 1.325  C2 1.498, H8 1.093, H9 1.096, H10 1.094
2 C 0.790 0.037 0.390  C1 1.498, N3 1.310, C7 1.426
3 N 0.648 1.333 0.261  C2 1.310, O4 1.384
4 O -0.480 1.524 -0.519  N3 1.384, C5 1.343
5 C -0.991 0.324 -0.844  O4 1.343, N6 1.391, C7 1.355
6 N -2.211 0.263 -1.509  C5 1.391, H11 1.012, H12 1.015
7 C -0.208 -0.664 -0.349  C2 1.426, C5 1.355, H13 1.076
8 H 2.324 0.358 1.822  C1 1.093
9 H 1.370 -1.111 2.094  C1 1.096
10 H 2.597 -1.086 0.818  C1 1.094
11 H -2.402 1.103 -2.041  N6 1.012
12 H -2.968 0.108 -0.850  N6 1.015
13 H -0.304 -1.706 -0.598  C7 1.076

SMILES: Cc1cc(N)on1
Net charge: 0
Spin multiplicity: 1
Relative energy (zero: lowest compared OMol25 entry of this formula, charge and spin), eV: 1.7818
Electronic energy, eV: -9271.720

These are the natural (NBO) partial charges, in e, on atoms 1 to 8: number 1, C, carries -0.64; number 2, C, carries 0.16; number 3, N, carries -0.15; number 4, O, carries -0.30; number 5, C, carries 0.47; number 6, N, carries -0.83; number 7, C, carries -0.41; number 8, H, carries 0.24

No. 3
One molecule with the formula C4H6N2O. Source: OMol25; level of theory: ωB97M-V/def2-TZVPD.

Last columns: bonded neighbours and bond lengths (Å).
Positions of all 13 atoms, in Å:
1 N -1.776 0.799 0.072  C2 1.377, H8 1.012, H9 1.010
2 C -0.446 0.442 0.039  N1 1.377, C3 1.494, C7 1.363
3 C 0.057 -0.956 0.196  C2 1.494, O4 1.391, N5 1.465, H11 1.123
4 O -0.808 -2.016 -0.055  C3 1.391, H10 0.965
5 N 1.462 -0.968 -0.218  C3 1.465, C6 1.297
6 C 1.778 0.289 -0.248  N5 1.297, C7 1.440, H12 1.086
7 C 0.667 1.201 -0.167  C2 1.363, C6 1.440, H13 1.083
8 H -1.997 1.714 0.443  N1 1.012
9 H -2.423 0.078 0.360  N1 1.010
10 H -0.714 -2.297 -0.973  O4 0.965
11 H 0.650 -1.137 1.133  C3 1.123
12 H 2.824 0.576 -0.304  C6 1.086
13 H 0.724 2.276 -0.279  C7 1.083

SMILES: NC1=CC=N[C@@H]1O
Net charge: 0
Spin multiplicity: 1
Relative energy (zero: lowest compared OMol25 entry of this formula, charge and spin), eV: 2.2328
Electronic energy, eV: -9271.269

These are the natural (NBO) partial charges, in e, on atoms 1 to 8: number 1, N, carries -0.79; number 2, C, carries 0.18; number 3, C, carries 0.13; number 4, O, carries -0.70; number 5, N, carries -0.44; number 6, C, carries 0.04; number 7, C, carries -0.38; number 8, H, carries 0.39

No. 4
One molecule with the formula C4H6N2O. Source: OMol25; level of theory: ωB97M-V/def2-TZVPD.

Last columns: bonded neighbours and bond lengths (Å).
Positions of all 13 atoms, in Å:
1 N -0.275 -0.708 -2.174  C2 1.296, H8 1.001
2 C -0.332 -0.349 -0.930  N1 1.296, C3 1.487, C7 1.439
3 C 0.471 0.899 -0.836  C2 1.487, N4 1.478, H9 1.202, H10 1.094
4 N 0.865 0.923 0.588  C3 1.478, C5 1.364, H11 1.012
5 C 0.105 -0.010 1.231  N4 1.364, O6 1.343, C7 1.379
6 O 0.255 -0.090 2.563  C5 1.343, H12 0.968
7 C -0.669 -0.790 0.397  C2 1.439, C5 1.379, H13 1.082
8 H -0.919 -1.371 -2.560  N1 1.001
9 H 0.876 0.518 -1.902  C3 1.202
10 H -0.136 1.781 -1.061  C3 1.094
11 H 1.212 1.722 1.102  N4 1.012
12 H -0.287 -0.821 2.893  O6 0.968
13 H -1.167 -1.705 0.689  C7 1.082

SMILES: [H]/N=C1\C=C(O)NC1
Net charge: 0
Spin multiplicity: 1
Relative energy (zero: lowest compared OMol25 entry of this formula, charge and spin), eV: 2.9301
Electronic energy, eV: -9270.572

These are the natural (NBO) partial charges, in e, on atoms 1 to 8: number 1, N, carries -0.76; number 2, C, carries 0.30; number 3, C, carries -0.35; number 4, N, carries -0.59; number 5, C, carries 0.57; number 6, O, carries -0.65; number 7, C, carries -0.52; number 8, H, carries 0.35

No. 5
One molecule with the formula C4H6N2O. Source: OMol25; level of theory: ωB97M-V/def2-TZVPD.

Last columns: bonded neighbours and bond lengths (Å).
Positions of all 13 atoms, in Å:
1 C 2.146 -0.158 0.115  C2 1.488, H8 1.091, H9 1.096, H10 1.094
2 C 0.697 -0.145 -0.228  C1 1.488, N3 1.289, N7 1.399
3 N 0.137 -0.704 -1.245  C2 1.289, C4 1.435
4 C -1.274 -0.472 -1.131  N3 1.435, C5 1.389, H11 1.126
5 C -1.422 0.311 0.007  C4 1.389, O6 1.335, N7 1.346
6 O -2.556 0.815 0.499  C5 1.335, H12 0.973
7 N -0.233 0.470 0.617  C2 1.399, C5 1.346, H13 1.005
8 H 2.706 -0.437 -0.778  C1 1.091
9 H 2.344 -0.903 0.894  C1 1.096
10 H 2.491 0.816 0.473  C1 1.094
11 H -1.785 -1.262 -0.512  C4 1.126
12 H -3.166 0.845 -0.257  O6 0.973
13 H -0.085 0.825 1.546  N7 1.005

SMILES: Cc1ncc(O)[nH]1
Net charge: 0
Spin multiplicity: 1
Relative energy (zero: lowest compared OMol25 entry of this formula, charge and spin), eV: 2.6472
Electronic energy, eV: -9270.855

These are the natural (NBO) partial charges, in e, on atoms 1 to 8: number 1, C, carries -0.66; number 2, C, carries 0.37; number 3, N, carries -0.43; number 4, C, carries -0.39; number 5, C, carries 0.50; number 6, O, carries -0.66; number 7, N, carries -0.59; number 8, H, carries 0.25

No. 6
A 2-piece molecular cluster, C4H6N2O overall. Source: OMol25; level of theory: ωB97M-V/def2-TZVPD.

Last columns: bonded neighbours and bond lengths (Å).
Positions of all 13 atoms, in Å:
1 N -1.720 0.597 0.672  C2 1.270, H9 1.023
2 C -0.485 0.397 0.451  N1 1.270, C3 1.533, C7 1.468
3 C 0.048 -1.024 0.238  C2 1.533, O4 1.207, N5 1.387
4 O -0.550 -2.073 0.238  C3 1.207
5 N 1.402 -0.849 -0.003  C3 1.387, C6 1.394, H11 1.007
6 C 1.739 0.502 0.042  N5 1.394, C7 1.344, H12 1.083
7 C 0.677 1.282 0.302  C2 1.468, C6 1.344, H13 1.081
8 H -2.474 -0.673 -1.506  H10 0.743
9 H -1.910 1.600 0.737  N1 1.023
10 H -2.196 -1.305 -1.230  H8 0.743
11 H 2.024 -1.610 -0.222  N5 1.007
12 H 2.769 0.796 -0.121  C6 1.083
13 H 0.676 2.359 0.401  C7 1.081

SMILES: [H]/N=C1\C=CNC1=O.[H][H]
Net charge: 0
Spin multiplicity: 1
Relative energy (zero: lowest compared OMol25 entry of this formula, charge and spin), eV: 2.1035
Electronic energy, eV: -9271.398

These are the natural (NBO) partial charges, in e, on atoms 1 to 8: number 1, N, carries -0.52; number 2, C, carries 0.15; number 3, C, carries 0.63; number 4, O, carries -0.53; number 5, N, carries -0.63; number 6, C, carries 0.06; number 7, C, carries -0.37; number 8, H, carries -0.02